Computed, not measured: an isolated ion of composition C4H5N4 and charge +1 in a non-equilibrium geometry, with wB97M-V/def2-TZVPD.

Element x y z (Å)
C -0.87 -1.70 1.47
C 1.93 0.81 1.27
C -0.16 -1.29 0.29
C -1.06 -1.07 -0.87
N -1.57 -2.19 2.22
N 2.11 -0.51 0.64
N 1.09 -1.12 0.35
N 0.73 1.11 1.35
H 2.88 1.11 1.47
H -2.08 -0.59 -0.45
H -1.43 -2.00 -1.13
H -0.49 -0.63 -1.65
H 0.42 1.94 1.81

Output
charge	+1
E_LUMO	-6.9	eV
HOMO energy	-16.0226	eV
total energy	-374.0080	Ha
frontier orbital gap	9.134	eV
energy above the lowest of the compared OMol25 structures with the same formula, charge and spin	3.9555	eV

***

Computed, not measured: a 3-piece molecular cluster, C32H62N3O6 overall in a non-equilibrium geometry, with wB97M-V/def2-TZVPD.

Element x y z (Å)
C -3.96 -3.37 -6.62
C -3.49 -1.86 -6.08
O -3.29 -0.90 -7.18
C -2.01 -0.18 -7.05
C -0.86 -1.12 -7.73
C -0.30 -0.81 -9.24
N 0.84 -1.62 -9.37
C 1.18 -2.43 -8.10
C 2.79 -2.71 -8.15
O 3.28 -3.76 -7.24
C 2.56 -5.03 -7.41
C 0.59 -1.34 -6.99
C 0.46 -1.80 -5.42
C 1.86 -2.32 -4.73
C 1.86 -1.95 -3.14
C 2.01 -3.23 -2.12
O 1.50 -4.50 -2.64
C 0.06 -4.67 -2.40
O -0.80 -3.75 -2.87
H -4.81 -3.83 -5.96
H -3.04 -4.13 -6.62
H -4.36 -3.33 -7.73
H -4.31 -1.53 -5.30
H -2.51 -2.06 -5.44
H -2.02 0.88 -7.56
H -1.77 -0.05 -5.89
H -1.40 -2.17 -7.89
H -0.74 -0.07 -10.06
H 1.44 -1.69 -10.22
H 0.43 -3.35 -8.12
H 3.31 -1.68 -7.84
H 3.09 -2.91 -9.28
H 2.38 -5.34 -8.53
H 3.18 -5.90 -6.89
H 1.54 -4.97 -6.80
H 1.13 -0.28 -7.10
H 0.08 -0.84 -4.82
H -0.36 -2.62 -5.26
H 2.83 -1.80 -5.21
H 1.96 -3.46 -4.99
H 0.84 -1.41 -2.86
H 2.70 -1.11 -2.97
H 3.15 -3.37 -1.85
H 1.35 -2.97 -1.16
H -0.41 -5.59 -1.81
C 0.33 0.73 3.31
C 1.14 -0.55 2.99
C 2.20 -0.83 4.08
C 3.45 0.03 3.98
C 4.04 -0.05 2.58
C 3.02 0.32 1.47
N 1.72 -0.44 1.60
O 1.96 -1.75 1.14
C 2.77 1.86 1.52
C 3.69 0.12 0.08
C 0.05 -1.68 3.12
H 0.85 1.67 3.12
H -0.60 0.77 2.72
H 0.04 0.76 4.36
H 2.52 -1.89 4.02
H 1.76 -0.71 5.08
H 3.21 1.06 4.25
H 4.19 -0.32 4.71
H 4.91 0.62 2.52
H 4.43 -1.06 2.41
H 1.91 2.14 0.90
H 3.63 2.41 1.14
H 2.61 2.24 2.53
H 4.06 -0.91 -0.07
H 4.57 0.77 -0.04
H 3.00 0.36 -0.74
H -0.72 -1.58 2.35
H -0.45 -1.61 4.09
H 0.47 -2.68 3.06
C -1.20 4.54 8.56
C -1.26 4.30 7.03
C -1.95 5.49 6.30
C -3.47 5.49 6.41
C -4.03 4.15 5.96
C -3.42 2.95 6.74
N -1.91 2.98 6.75
O -1.48 2.56 5.48
C -3.98 2.95 8.19
C -3.99 1.62 6.14
C 0.26 4.36 6.62
H -2.14 4.39 9.08
H -0.47 3.87 9.03
H -0.89 5.56 8.78
H -1.69 5.47 5.23
H -1.57 6.44 6.69
H -3.77 5.73 7.43
H -3.88 6.28 5.77
H -5.12 4.16 6.09
H -3.86 4.02 4.88
H -3.43 2.26 8.83
H -5.04 2.64 8.20
H -3.98 3.94 8.65
H -3.79 1.52 5.07
H -5.08 1.58 6.25
H -3.57 0.75 6.66
H 0.82 3.52 7.05
H 0.72 5.28 6.98
H 0.41 4.35 5.53

Output
charge	+1
E_LUMO (alpha / beta)	-4.5 / -4.5	eV
HOMO energy (alpha / beta)	-10.2539 / -10.8376	eV
total energy	-1871.4686	Ha
frontier orbital gap (alpha / beta)	5.727 / 6.311	eV
multiplicity	3
expectation value of S²	2.01

***

Computed, not measured: an isolated ion of composition C10H16Cl2NO and charge +1 in a non-equilibrium geometry, with wB97M-V/def2-TZVPD.

Element x y z (Å)
C 1.33 1.52 0.87
C 1.50 1.58 -0.44
C 0.09 1.40 1.61
C 0.61 1.78 -1.58
C -0.67 2.20 -1.62
C -0.87 0.51 1.29
C 1.63 -2.38 1.86
C 0.87 -2.25 0.47
C -0.65 -2.28 0.77
C -1.47 -1.21 -0.12
N -1.43 2.30 -2.84
O -0.99 0.10 0.03
Cl 1.25 1.22 -3.06
Cl -2.26 -0.02 2.32
H 2.25 1.57 1.49
H 2.60 1.81 -0.91
H 0.09 1.97 2.48
H -1.21 2.59 -0.88
H 2.72 -2.54 1.74
H 1.41 -1.36 2.30
H 1.12 -3.24 2.36
H 1.15 -1.23 0.09
H 1.20 -2.95 -0.27
H -1.06 -3.32 0.77
H -0.74 -1.77 1.73
H -1.42 -1.40 -1.18
H -2.40 -1.30 0.21
H -2.47 2.18 -2.73
H -1.15 1.42 -3.42
H -1.02 3.12 -3.33

Output
charge	+1
E_LUMO	-3.6	eV
HOMO energy	-12.0935	eV
total energy	-1440.6306	Ha
frontier orbital gap	8.459	eV
energy above the lowest of the compared OMol25 structures with the same formula, charge and spin	0.0000	eV

***

Computed, not measured: C42H41ClNiO2P2 as an isolated structure in a non-equilibrium geometry, with wB97M-V/def2-TZVPD.

Element x y z (Å)
Ni 3.59 -1.39 -2.26
C 4.79 -0.77 -3.57
C 3.76 -0.63 -4.48
C 3.45 -1.73 -5.48
C 3.48 -3.21 -4.94
C 3.18 -3.40 -3.49
C 4.08 -3.17 -2.45
C 5.56 -3.07 -2.79
C 5.86 -1.89 -3.71
C -0.14 -1.39 0.58
H 5.10 0.09 -2.94
H 3.23 0.33 -4.58
H 4.19 -1.64 -6.31
H 2.46 -1.52 -5.93
H 2.72 -3.77 -5.53
H 4.49 -3.63 -5.17
H 2.18 -3.77 -3.27
H 3.81 -3.48 -1.43
H 5.86 -4.03 -3.25
H 6.09 -2.95 -1.82
H 6.84 -1.45 -3.42
H 5.90 -2.23 -4.77
H 0.52 -0.52 0.53
H -0.18 -1.71 1.61
H -1.12 -1.14 0.21
P 1.55 0.59 -2.57
P 0.47 -2.81 -0.32
C 1.45 -1.24 -2.63
C 0.60 -2.19 -2.01
C 0.55 1.45 -3.75
C 0.51 1.19 -5.14
C -0.36 1.91 -5.95
C -1.23 2.86 -5.44
C -1.18 3.11 -4.08
C -0.30 2.45 -3.25
C 3.05 1.51 -2.19
C 3.88 1.07 -1.10
C 4.95 1.87 -0.70
C 5.30 3.04 -1.37
C 4.52 3.46 -2.44
C 3.40 2.72 -2.83
C -0.83 -3.96 -0.45
C -2.00 -3.55 -1.13
C -3.02 -4.48 -1.34
C -2.92 -5.79 -0.86
C -1.78 -6.14 -0.16
C -0.73 -5.25 0.07
C 1.88 -3.38 0.64
C 2.16 -2.90 1.95
C 3.31 -3.29 2.63
C 4.23 -4.19 2.07
C 3.88 -4.78 0.86
C 2.70 -4.42 0.16
H 1.54 -1.65 -3.69
H 0.01 -2.82 -2.75
H 1.17 0.43 -5.57
H -0.36 1.73 -7.02
H -1.90 3.41 -6.08
H -1.84 3.84 -3.66
H -0.24 2.66 -2.18
H 3.56 0.17 -0.52
H 5.55 1.55 0.14
H 6.18 3.59 -1.07
H 4.80 4.37 -2.96
H 2.81 3.09 -3.67
H -2.12 -2.54 -1.54
H -3.90 -4.20 -1.91
H -3.72 -6.52 -1.03
H -1.68 -7.15 0.22
H 0.17 -5.53 0.63
H 1.49 -2.19 2.44
H 3.54 -2.84 3.59
H 5.18 -4.44 2.57
H 4.54 -5.51 0.38
H 2.45 -4.90 -0.80
Cl -3.47 5.73 4.06
C -2.80 4.63 2.96
C -3.62 3.87 2.11
C -3.04 2.97 1.20
C -1.64 2.80 1.15
C -0.84 3.56 2.02
C -1.41 4.46 2.93
C -1.03 1.79 0.19
O -1.85 1.10 -0.50
O 0.25 1.84 0.11
H -4.69 4.03 2.13
H -3.69 2.39 0.53
H 0.24 3.43 1.96
H -0.75 5.03 3.56

Output
charge	0
E_LUMO (alpha / beta)	-0.6 / -0.7	eV
HOMO energy (alpha / beta)	-6.0490 / -6.0647	eV
total energy	-4426.4570	Ha
frontier orbital gap (alpha / beta)	5.400 / 5.403	eV
energy above the lowest of the compared OMol25 structures with the same formula, charge and spin	0.4020	eV
multiplicity	3
expectation value of S²	2.02

***

Computed, not measured: C37H34AsCl3NOTc as an isolated structure in a non-equilibrium geometry, with wB97M-V/def2-TZVPD.

Element x y z (Å)
Tc 2.45 0.08 -0.44
Cl 6.69 5.85 0.69
C 5.34 4.76 0.47
C 5.57 3.40 0.35
C 4.47 2.58 0.18
Cl 4.69 0.82 0.03
C 3.14 3.01 0.10
O 2.15 2.20 -0.06
C 2.98 4.41 0.24
Cl 1.37 5.05 0.20
C 4.05 5.26 0.42
H 6.57 2.99 0.40
H 3.88 6.32 0.51
C -3.56 -4.91 1.68
C -2.87 -3.58 1.56
C -3.56 -2.43 1.23
C -2.93 -1.19 1.07
C -3.85 -0.03 0.76
C -1.54 -1.10 1.24
As -0.33 0.45 0.91
N 0.41 -0.09 -0.68
C -0.22 -0.61 -1.81
C 0.57 -1.12 -2.87
C 0.00 -1.66 -4.01
C -1.38 -1.72 -4.16
C -2.17 -1.22 -3.13
C -1.61 -0.68 -1.98
C -1.50 2.01 0.69
C -1.59 2.81 -0.46
C -0.87 2.52 -1.76
C -2.39 3.96 -0.42
C -3.06 4.36 0.72
C -3.92 5.60 0.73
C -2.88 3.60 1.87
C -2.11 2.45 1.88
C -1.91 1.75 3.21
C -0.83 -2.26 1.63
C 0.67 -2.28 1.89
C -1.50 -3.46 1.77
H -4.65 -4.80 1.64
H -3.31 -5.41 2.62
H -3.26 -5.58 0.87
H -4.63 -2.48 1.07
H -4.75 -0.40 0.26
H -3.41 0.74 0.13
H -4.17 0.47 1.68
H 1.65 -1.10 -2.77
H 0.65 -2.04 -4.79
H -1.82 -2.14 -5.05
H -3.25 -1.25 -3.22
H -2.25 -0.28 -1.21
H 0.15 2.18 -1.58
H -0.82 3.43 -2.36
H -1.38 1.75 -2.34
H -2.47 4.56 -1.32
H -3.94 6.07 -0.25
H -3.55 6.34 1.45
H -4.95 5.36 1.01
H -3.36 3.92 2.80
H -2.48 2.24 3.99
H -0.85 1.76 3.50
H -2.21 0.70 3.18
H 0.99 -1.44 2.50
H 1.25 -2.24 0.97
H 0.94 -3.20 2.40
H -0.93 -4.34 2.05
C 3.01 -1.63 -0.70
C 3.53 -2.92 -0.85
C 4.91 -3.22 -0.64
C 5.39 -4.50 -0.77
C 4.55 -5.57 -1.12
C 3.20 -5.29 -1.34
C 2.69 -4.01 -1.21
H 5.59 -2.41 -0.38
H 6.45 -4.69 -0.61
H 4.94 -6.57 -1.22
H 2.53 -6.10 -1.61
H 1.64 -3.82 -1.38

Output
charge	-1
E_LUMO (alpha / beta)	2.5 / 2.3	eV
HOMO energy (alpha / beta)	-2.5802 / -4.5345	eV
total energy	-5257.4626	Ha
frontier orbital gap (alpha / beta)	5.039 / 6.847	eV
energy above the lowest of the compared OMol25 structures with the same formula, charge and spin	0.0311	eV
multiplicity	4
expectation value of S²	3.84